Record 1
A cluster of 11 separate species, C23H71N3O14 in total in a non-equilibrium geometry. Source: OMol25; level of theory: the ωB97M-V functional and the def2-TZVPD basis.

Max |F|   3.18 eV/Å
Gap between HOMO and LUMO   9.2 eV
SMILES   COCCNCCOC.COCCNCCOC.COCCNCCOC.CO.CO.CO.CO.CO.O.O.O
ΔE to the lowest compared entry with this formula, charge and spin   0.677 eV
LUMO level   0.5 eV

```
! RIJCOSX wB97M-V def2-TZVPD def2/J DEFGRID3
* xyz 0 1
C 12.85 23.23 23.02
O 13.50 22.46 21.99
C 14.92 22.59 22.14
C 15.57 21.66 21.10
N 15.67 22.26 19.74
C 14.43 22.16 18.93
C 14.65 22.78 17.55
O 15.72 22.19 16.88
C 15.92 22.59 15.52
H 13.05 22.75 24.01
H 11.79 23.23 22.82
H 13.24 24.24 23.09
H 15.25 22.27 23.13
H 15.19 23.61 21.85
H 15.04 20.74 21.06
H 16.63 21.54 21.39
H 16.46 21.90 19.20
H 13.66 22.59 19.51
H 14.14 21.07 18.83
H 14.89 23.87 17.67
H 13.71 22.77 16.94
H 15.02 22.43 14.89
H 16.76 22.07 15.11
H 16.03 23.64 15.51
C 10.33 16.10 14.08
O 9.52 15.72 12.95
C 10.13 14.60 12.34
C 9.48 14.40 11.01
N 9.95 13.11 10.49
C 9.43 12.60 9.26
C 9.91 11.22 8.92
O 11.35 11.34 8.82
C 11.96 10.05 8.83
H 10.48 15.23 14.71
H 9.86 16.92 14.62
H 11.26 16.44 13.64
H 9.92 13.69 13.00
H 11.21 14.74 12.27
H 9.70 15.19 10.22
H 8.39 14.33 11.06
H 10.92 13.18 10.42
H 9.71 13.33 8.45
H 8.31 12.60 9.29
H 9.54 10.83 7.96
H 9.68 10.55 9.75
H 11.50 9.51 7.98
H 11.86 9.55 9.80
H 12.99 10.27 8.71
C 8.95 21.71 11.33
O 8.39 20.73 12.23
C 7.61 21.34 13.30
C 8.41 22.06 14.39
N 7.53 22.35 15.45
C 8.07 23.09 16.51
C 7.16 23.18 17.73
O 7.02 21.88 18.30
C 6.01 21.77 19.31
H 8.25 22.51 11.14
H 9.25 21.18 10.44
H 9.84 22.24 11.73
H 7.18 20.45 13.84
H 6.82 21.99 12.87
H 8.87 22.99 13.96
H 9.27 21.41 14.72
H 7.11 21.47 15.87
H 8.33 24.10 16.15
H 9.08 22.66 16.94
H 6.10 23.53 17.49
H 7.56 23.90 18.45
H 6.08 20.76 19.71
H 5.03 21.86 18.87
H 6.11 22.46 20.17
C 12.25 25.17 13.44
O 11.75 23.92 13.03
H 11.46 25.89 13.64
H 12.95 25.11 14.26
H 12.83 25.56 12.61
H 11.57 23.31 13.77
C 12.21 20.27 13.62
O 11.93 21.26 14.66
H 11.33 19.65 13.45
H 12.56 20.81 12.73
H 13.03 19.68 13.96
H 11.15 20.98 15.17
C 13.95 20.01 8.99
O 14.02 20.63 10.25
H 12.93 19.91 8.69
H 14.42 20.67 8.26
H 14.44 19.04 8.93
H 14.89 20.51 10.62
C 10.02 22.25 7.55
O 10.01 23.32 8.54
H 10.80 22.39 6.80
H 10.12 21.27 8.09
H 8.99 22.26 7.10
H 10.77 23.18 9.16
C 9.65 18.55 8.01
O 10.68 19.03 8.90
H 8.70 18.28 8.48
H 9.36 19.38 7.40
H 9.99 17.70 7.41
H 10.46 18.83 9.84
O 12.44 19.55 16.81
H 12.88 20.32 16.44
H 12.88 19.26 17.59
O 10.09 18.33 11.70
H 9.36 18.95 11.74
H 9.71 17.41 11.61
O 12.25 23.51 10.26
H 12.01 23.45 11.19
H 12.94 22.83 10.16
*
```

***

Record 2
A structure of composition C17H32AlClNO4 in a non-equilibrium geometry. Source: OMol25; level of theory: the ωB97M-V functional and the def2-TZVPD basis.

Max |F|   11.78 eV/Å
Gap between HOMO and LUMO   8.3 eV
LUMO level   2.7 eV

```
! RIJCOSX wB97M-V def2-TZVPD def2/J DEFGRID3
* xyz -1 1
C 1.22 4.33 -0.38
C -0.17 4.38 -1.26
C -1.55 4.44 -0.32
Cl -1.36 5.69 1.05
C -1.80 2.90 0.22
O -2.18 1.88 -0.81
Al -2.25 0.26 0.20
C -3.67 -0.97 -0.63
C -3.72 -2.49 -0.02
C -2.26 -3.12 0.41
C -1.36 -3.65 -0.89
C -0.24 -2.56 -1.40
C 1.09 -2.45 -0.42
C 2.48 -2.39 -1.34
C 2.95 -0.86 -1.71
C 3.44 0.05 -0.44
C 4.55 -0.65 0.53
O 4.20 -0.31 1.93
C 4.41 -1.45 2.84
O -2.72 1.19 1.79
C -2.85 2.65 1.47
O -4.29 2.71 1.09
C -5.07 1.74 1.93
N -5.61 1.04 2.91
H 1.91 3.48 -0.84
H 1.02 4.07 0.77
H 1.74 5.39 -0.50
H -0.24 3.34 -1.83
H -0.12 5.30 -2.03
H -2.40 4.83 -1.04
H -0.76 2.52 0.64
H -0.72 -0.18 0.17
H -3.60 -0.93 -1.82
H -4.73 -0.48 -0.38
H -4.54 -2.58 0.84
H -4.13 -3.19 -0.90
H -2.50 -4.11 1.03
H -1.63 -2.44 1.14
H -2.03 -4.01 -1.79
H -0.76 -4.59 -0.48
H -0.75 -1.51 -1.58
H 0.12 -2.93 -2.48
H 1.00 -1.51 0.31
H 1.20 -3.44 0.24
H 2.30 -2.94 -2.38
H 3.32 -3.03 -0.80
H 3.76 -0.85 -2.57
H 1.99 -0.31 -2.17
H 3.95 1.03 -0.89
H 2.54 0.46 0.23
H 4.68 -1.81 0.39
H 5.61 -0.17 0.27
H 3.38 -2.04 2.89
H 5.32 -2.14 2.52
H 4.60 -1.00 3.92
H -2.81 3.40 2.40
*
```

***

Record 3
An isolated molecule of C7H10ClN3O5S in a non-equilibrium geometry. Source: OMol25; level of theory: the ωB97M-V functional and the def2-TZVPD basis.

Max |F|   1.73 eV/Å
Gap between HOMO and LUMO   9.2 eV
ΔE to the lowest compared entry with this formula, charge and spin   0.000 eV
LUMO level   -0.5 eV

```
! RIJCOSX wB97M-V def2-TZVPD def2/J DEFGRID3
* xyz 0 1
O -3.11 -2.59 4.27
C -2.76 -2.87 3.15
O -2.95 -3.68 2.30
N -1.63 -1.83 2.69
C -0.61 -1.44 3.38
N 0.06 -0.55 2.62
Cl 1.46 0.25 3.07
C -0.63 -0.42 1.44
C -0.27 0.47 0.31
C 0.00 -0.29 -0.99
C -0.25 0.57 -2.23
C 0.50 1.90 -2.32
S 2.25 1.88 -2.58
O 2.53 1.39 -3.89
O 2.74 3.15 -2.16
O 2.80 0.81 -1.54
N -1.67 -1.22 1.48
H -0.36 -1.75 4.39
H -1.12 1.15 0.15
H 0.59 1.09 0.58
H -0.68 -1.15 -1.06
H 1.01 -0.69 -0.99
H -1.31 0.83 -2.21
H -0.09 -0.02 -3.14
H 0.33 2.55 -1.47
H 0.16 2.44 -3.21
H 3.03 0.00 -2.04
*
```